The following is a quantum chemistry calculation of a structure of composition C6H5BrMn2NO2 in a non-equilibrium geometry, from the Open Molecules 2025 dataset.

Last column: Löwdin charge in e.
Geometry (Å):
Mn (11.67453, -3.60412, 5.72793)  1.354
Mn (10.94795, -6.55322, 2.11241)  1.272
Br (10.31326, -5.27500, 4.25431)  0.222
C (4.05896, -5.26801, 3.63897)  0.020
C (5.47227, -4.85345, 3.76394)  -0.036
C (6.48335, -5.65364, 3.36170)  -0.067
C (6.21212, -6.99924, 3.00266)  -0.099
C (4.82973, -7.41003, 2.91239)  0.073
C (3.72620, -6.56049, 3.24817)  -0.002
N (7.36362, -7.87934, 2.64038)  -0.258
O (7.24327, -9.04475, 2.28379)  0.171
O (8.56188, -7.42101, 2.53730)  -0.181
H (3.22641, -4.61727, 3.86214)  0.122
H (5.66130, -3.87811, 4.18749)  0.111
H (7.43870, -5.28932, 3.70951)  0.047
H (4.78082, -8.46468, 2.68498)  0.123
H (2.68820, -6.82860, 3.11748)  0.130

Computed properties:
HOMO-LUMO gap (alpha / beta)	2.7 / 2.7	eV
LUMO level (alpha / beta)	-14.86 / -14.86	eV
spin multiplicity	11
electronic energy	-144533.5647	eV
⟨S²⟩	30.007
total charge	+3
relative energy (zero: lowest compared OMol25 entry of this formula, charge and spin)	1.795	eV

The following is a quantum chemistry calculation of a structure of composition C31H48GeIrN3O4PS2Se, from the Open Molecules 2025 dataset.

Last column: Löwdin charge in e.
Geometry (Å):
Ir (-0.63102, 0.60720, 0.38058)  0.810
C (6.13901, -1.18963, 3.83089)  -0.078
C (4.97190, -1.56463, 2.92721)  -0.233
C (3.66311, -1.04880, 3.50260)  -0.134
N (2.50257, -1.39591, 2.65267)  0.078
C (1.54667, -0.62667, 2.20948)  -0.750
S (0.07068, -1.29881, 1.59579)  0.630
N (1.64547, 0.74174, 2.24129)  0.071
C (2.74832, 1.63439, 2.05957)  -0.409
O (2.64996, 2.72629, 2.54596)  0.154
C (3.85695, 1.19032, 1.19035)  -0.179
C (3.64705, 0.35040, 0.10036)  -0.057
C (4.70844, 0.02984, -0.72914)  -0.064
C (5.97975, 0.52357, -0.45600)  -0.043
C (6.18707, 1.36122, 0.63330)  -0.032
C (5.12216, 1.71079, 1.44768)  0.002
H (7.07811, -1.55840, 3.42397)  0.086
H (6.02120, -1.61248, 4.82910)  0.087
H (6.22239, -0.10616, 3.93081)  0.078
H (4.91175, -2.65270, 2.82742)  0.118
H (5.11509, -1.15215, 1.92668)  0.087
H (3.69035, 0.02866, 3.64210)  0.121
H (3.47300, -1.49699, 4.48028)  0.145
H (2.35100, -2.38796, 2.51580)  0.150
H (0.80411, 1.22122, 2.53932)  0.104
H (2.65361, -0.01983, -0.13242)  0.094
H (4.54505, -0.59152, -1.59918)  0.104
H (6.80937, 0.26789, -1.10100)  0.119
H (7.17380, 1.75302, 0.83667)  0.124
H (5.25899, 2.38580, 2.28239)  0.136
C (2.19411, -5.69598, -5.61957)  -0.210
Ge (3.87109, -5.27023, -4.74527)  0.834
C (4.57261, -3.50644, -5.14830)  -0.208
C (5.16986, -6.70220, -4.72684)  -0.191
C (3.42068, -5.16185, -2.65533)  -0.548
Se (2.16171, -3.85949, -2.27232)  1.109
C (0.54147, -4.89612, -2.45050)  -0.312
H (2.41652, -6.00120, -6.64335)  0.044
H (1.52713, -4.83517, -5.66811)  0.026
H (1.68656, -6.53062, -5.13653)  0.035
H (4.83059, -3.45797, -6.20674)  0.041
H (5.47732, -3.30771, -4.57486)  0.035
H (3.83727, -2.72757, -4.94696)  0.013
H (5.55478, -6.82507, -5.74067)  0.045
H (4.71617, -7.64237, -4.41767)  0.041
H (6.00770, -6.47163, -4.07091)  0.039
H (4.38794, -4.89902, -2.23171)  0.035
H (3.08503, -6.16182, -2.38944)  0.046
H (0.42891, -5.17974, -3.49462)  0.029
H (-0.28586, -4.26598, -2.13692)  0.036
H (0.61828, -5.77779, -1.81899)  0.055
N (-1.45242, 2.10939, 1.49183)  -0.485
S (-2.69575, 1.95768, 2.59493)  1.129
C (-3.70376, 0.67848, 1.88771)  -0.412
C (-3.52426, 0.11357, 0.63172)  -0.132
C (-4.39821, -0.87584, 0.20357)  -0.046
C (-5.44687, -1.28351, 1.01603)  -0.029
C (-5.61828, -0.71361, 2.27062)  -0.024
C (-4.74185, 0.26479, 2.71364)  -0.061
C (-3.67327, 3.41057, 2.41347)  -0.421
C (-3.72918, 4.24344, 3.52506)  -0.069
C (-4.47508, 5.41120, 3.44287)  -0.035
C (-5.14441, 5.71910, 2.26825)  -0.023
C (-5.08061, 4.86982, 1.16339)  -0.038
C (-4.34264, 3.70468, 1.22856)  -0.066
H (-0.88814, 2.90356, 1.78761)  0.032
H (-2.75728, 0.43198, -0.08532)  0.038
H (-4.26628, -1.31500, -0.77584)  0.120
H (-6.13206, -2.04571, 0.67197)  0.125
H (-6.43070, -1.03220, 2.90842)  0.128
H (-4.87013, 0.70617, 3.69489)  0.127
H (-3.20829, 3.98345, 4.43790)  0.117
H (-4.53670, 6.07220, 4.29589)  0.125
H (-5.73102, 6.62566, 2.20933)  0.126
H (-5.62014, 5.11792, 0.25997)  0.122
H (-4.30317, 3.02422, 0.38681)  0.112
C (1.75947, 2.81238, -1.74655)  -0.066
O (1.29121, 1.51170, -2.16488)  -0.301
P (-0.19993, 1.05923, -1.86862)  0.499
O (-1.13340, 2.09345, -2.60180)  -0.283
C (-1.77707, 3.25280, -2.03082)  -0.060
O (-0.32278, -0.24126, -2.74328)  -0.315
C (-0.17961, -0.21128, -4.19110)  -0.045
H (1.41396, 3.56975, -2.44688)  0.098
H (2.84388, 2.76991, -1.75037)  0.096
H (1.41123, 3.04595, -0.73671)  0.080
H (-2.73965, 3.34848, -2.52334)  0.102
H (-1.17031, 4.13156, -2.23383)  0.097
H (-1.91074, 3.12452, -0.95582)  0.045
H (0.87466, -0.30889, -4.43871)  0.091
H (-0.57916, 0.71451, -4.59630)  0.092
H (-0.74844, -1.05476, -4.56904)  0.096

Computed properties:
HOMO-LUMO gap (alpha / beta)	8.2 / 6.0	eV
LUMO level (alpha / beta)	-7.06 / -10.13	eV
spin multiplicity	5
electronic energy	-201221.7366	eV
⟨S²⟩	6.013
total charge	+3
relative energy (zero: lowest compared OMol25 entry of this formula, charge and spin)	0.000	eV

The following is a quantum chemistry calculation of the molecule C2H2N4O2 in a non-equilibrium geometry, from the Open Molecules 2025 dataset.

Last column: Löwdin charge in e.
Geometry (Å):
C (0.73716, 0.83528, -0.87206)  -0.075
C (-0.24060, 1.53292, 0.21553)  -0.279
N (1.00297, -0.31045, -0.62941)  0.025
N (-0.22765, 1.38536, 1.37694)  0.201
N (0.77805, -1.25374, 0.15546)  0.124
N (-0.46953, -1.70400, 0.59158)  -0.433
O (-1.46365, -1.27949, 0.03862)  0.054
O (-0.45332, -2.48985, 1.50564)  0.093
H (1.22721, 1.34012, -1.72260)  0.136
H (-0.89063, 1.94385, -0.65970)  0.156

Computed properties:
HOMO-LUMO gap (alpha / beta)	8.0 / 8.0	eV
LUMO level (alpha / beta)	-2.22 / -1.84	eV
electronic energy	-12152.4394	eV
relative energy (zero: lowest compared OMol25 entry of this formula, charge and spin)	10.308	eV

The following is a quantum chemistry calculation of the molecule C3H2N2S2 in a non-equilibrium geometry, from the Open Molecules 2025 dataset.

Last column: Löwdin charge in e.
Geometry (Å):
C (-0.56306, -0.59521, 0.00037)  -0.490
C (1.29062, 0.91518, 0.04270)  -0.832
C (-1.70382, 0.04847, -0.15250)  -0.032
N (2.16786, 0.04675, 0.07106)  -0.090
N (1.94519, -1.24507, 0.25781)  -0.427
S (1.01885, 2.46057, 0.11486)  0.708
S (0.47140, -1.87594, 0.06558)  1.001
H (-2.37311, 0.43541, 0.65324)  0.095
H (-2.25394, -0.19017, -1.05313)  0.066

Computed properties:
HOMO-LUMO gap (alpha / beta)	6.2 / 6.2	eV
LUMO level (alpha / beta)	-1.62 / -1.64	eV
electronic energy	-27788.0231	eV
relative energy (zero: lowest compared OMol25 entry of this formula, charge and spin)	5.135	eV

- Which of these has the highest relative energy (zero: lowest compared OMol25 entry of this formula, charge and spin)?
  C2H2N4O2

What did the third record say?
The following is a quantum chemistry calculation of the molecule C2H2N4O2 in a non-equilibrium geometry, from the Open Molecules 2025 dataset.

Last column: Löwdin charge in e.
Geometry (Å):
C (0.73716, 0.83528, -0.87206)  -0.075
C (-0.24060, 1.53292, 0.21553)  -0.279
N (1.00297, -0.31045, -0.62941)  0.025
N (-0.22765, 1.38536, 1.37694)  0.201
N (0.77805, -1.25374, 0.15546)  0.124
N (-0.46953, -1.70400, 0.59158)  -0.433
O (-1.46365, -1.27949, 0.03862)  0.054
O (-0.45332, -2.48985, 1.50564)  0.093
H (1.22721, 1.34012, -1.72260)  0.136
H (-0.89063, 1.94385, -0.65970)  0.156

Computed properties:
HOMO-LUMO gap (alpha / beta)	8.0 / 8.0	eV
LUMO level (alpha / beta)	-2.22 / -1.84	eV
electronic energy	-12152.4394	eV
relative energy (zero: lowest compared OMol25 entry of this formula, charge and spin)	10.308	eV